Run A
This record from OMol25 describes one molecule with the formula C18H22N2O3S. The level of theory is ωB97M-V/def2-TZVPD.

Bonds (Å) are listed after each position.
Cartesian coordinates (Å):
1 S 0.7839 -0.0145 4.3075  C8 1.755, C9 1.813
2 O 0.0620 2.3409 1.3870  C20 1.219
3 O 2.1393 -2.1238 -3.8141  C14 1.365, C19 1.409
4 O 0.3421 -0.3744 -5.2536  C17 1.374, C18 1.411
5 N -1.8088 -0.0369 4.7615  C7 1.323, C8 1.321
6 N 0.6037 0.1715 1.0676  C10 1.454, C20 1.347, C21 1.440
7 C -3.0816 0.1616 4.4605  N5 1.323, C13 1.383, H28 1.082
8 C -0.8914 0.2492 3.8552  S1 1.755, N5 1.321, C15 1.404
9 C 0.5645 -0.5768 6.0170  S1 1.813, H26 1.085, H35 1.085, H39 1.085
10 C 1.7178 0.5136 0.1975  N6 1.454, C23 1.505, H27 1.093, H42 1.093
11 C 0.1242 0.9252 -3.2029  C17 1.391, C24 1.382, H43 1.078
12 C -2.0774 -0.0541 -5.4645  C18 1.526, H25 1.087, H32 1.087, H36 1.087
13 C -3.5031 0.6647 3.2433  C7 1.383, C22 1.390, H30 1.078
14 C 1.5281 -1.0227 -3.2882  O3 1.365, C16 1.393, C17 1.408
15 C -1.2011 0.7438 2.5783  C8 1.404, C20 1.499, C22 1.384
16 C 1.8694 -0.7823 -1.9595  C14 1.393, C23 1.384, H31 1.080
17 C 0.6355 -0.1445 -3.9309  O4 1.374, C11 1.391, C14 1.408
18 C -0.6745 0.3656 -5.8947  O4 1.411, C12 1.526, H38 1.097, H44 1.094
19 C 1.8400 -2.5915 -5.1092  O3 1.409, H29 1.090, H45 1.092, H46 1.092
20 C -0.1267 1.1599 1.6201  O2 1.219, N6 1.347, C15 1.499
21 C 0.3300 -1.2356 1.2047  N6 1.440, H34 1.094, H40 1.092, H41 1.088
22 C -2.5368 0.9681 2.2914  C13 1.390, C15 1.384, H37 1.080
23 C 1.3645 0.2925 -1.2488  C10 1.505, C16 1.384, C24 1.386
24 C 0.4770 1.1459 -1.8852  C11 1.382, C23 1.386, H33 1.079
25 H -2.2226 -1.1137 -5.6606  C12 1.087
26 H 0.0757 0.2070 6.5858  C9 1.085
27 H 2.5800 -0.0947 0.4840  C10 1.093
28 H -3.7824 -0.0947 5.2441  C7 1.082
29 H 2.4412 -3.4933 -5.2284  C19 1.090
30 H -4.5505 0.8225 3.0427  C13 1.078
31 H 2.5632 -1.4716 -1.5025  C16 1.080
32 H -2.2276 0.1223 -4.4022  C12 1.087
33 H 0.0660 1.9877 -1.3499  C24 1.079
34 H 1.1036 -1.7171 1.8092  C21 1.094
35 H 1.5576 -0.7758 6.4059  C9 1.085
36 H -2.8160 0.5124 -6.0248  C12 1.087
37 H -2.8119 1.3750 1.3294  C22 1.080
38 H -0.5259 1.4428 -5.7512  C18 1.097
39 H -0.0417 -1.4763 6.0191  C9 1.085
40 H 0.3168 -1.6968 0.2145  C21 1.092
41 H -0.6365 -1.3934 1.6781  C21 1.088
42 H 1.9378 1.5693 0.3734  C10 1.093
43 H -0.5571 1.6170 -3.6712  C11 1.078
44 H -0.5315 0.1418 -6.9561  C18 1.094
45 H 2.1147 -1.8664 -5.8774  C19 1.092
46 H 0.7826 -2.8451 -5.2137  C19 1.092

## Properties
Spin multiplicity: 1
Structure (SMILES): CCOc1ccc(CN(C)C(=O)c2cccnc2SC)cc1OC
LUMO: 0.70 eV
Gap between HOMO and LUMO: 8.72 eV
HOMO energy: -8.02 eV


Run B
This record from OMol25 describes one molecule with the formula C18H22N2O3S. The level of theory is ωB97M-V/def2-TZVPD.

Bonds (Å) are listed after each position.
Cartesian coordinates (Å):
1 S -0.5874 2.6850 -1.0332  C8 1.638, C24 1.666
2 O -2.1772 -0.5663 -1.8299  C7 1.190
3 O 4.1441 -0.9378 1.8377  C22 1.219
4 O -2.4527 0.6183 0.2286  C7 1.607, C17 1.205
5 N 1.9526 4.5803 0.9861  C10 1.063
6 N 0.3045 0.4328 -0.7273  C8 1.469, C13 1.403
7 C -2.0375 0.4988 -1.3188  O2 1.190, O4 1.607, C24 1.428
8 C 0.5541 1.8028 -0.2583  S1 1.638, N6 1.469, C11 1.431
9 C -6.3115 -1.9008 1.4056  C20 1.614, H27 1.053, H36 1.260, H40 1.022
10 C 1.8011 3.5293 0.9311  N5 1.063, C11 1.394
11 C 1.7339 2.2298 0.4308  C8 1.431, C10 1.394, C21 1.480
12 C 2.2962 -0.3608 0.6543  C13 1.431, C21 1.496, C22 1.268
13 C 1.0569 -0.5320 -0.0410  N6 1.403, C12 1.431, C18 1.275
14 C 1.5925 -4.2612 -0.9907  C19 1.417, H26 1.109, H37 1.010, H38 1.155
15 C 2.8226 -2.4932 0.4258  C19 1.403, C22 1.560, H41 1.176, H42 1.294
16 C -4.1787 -0.4754 0.6098  C17 1.410, C20 1.616, H31 1.303, H45 0.991
17 C -2.7873 -0.3774 0.8195  O4 1.205, C16 1.410, H33 1.238, H46 1.140
18 C 0.8285 -1.7017 -0.4935  C13 1.275, C19 1.765, H30 0.951, H35 1.064
19 C 2.0505 -2.9657 -0.6466  C14 1.417, C15 1.403, C18 1.765, C23 1.702
20 C -4.7161 -1.6910 1.5289  C9 1.614, C16 1.616, H32 0.878, H34 1.103
21 C 2.4648 1.0817 1.0116  C11 1.480, C12 1.496, H39 1.106
22 C 3.1999 -1.1349 1.0925  O3 1.219, C12 1.268, C15 1.560
23 C 2.9421 -2.1576 -1.8509  C19 1.702, H25 0.900, H29 1.121, H44 1.209
24 C -1.5681 1.6939 -1.9443  S1 1.666, C7 1.428, H28 1.302, H43 1.080
25 H 3.1473 -1.3243 -1.5793  C23 0.900
26 H 2.4678 -4.9401 -0.9428  C14 1.109
27 H -6.5689 -2.7636 1.9512  C9 1.053
28 H -2.5577 2.5043 -2.1894  C24 1.302
29 H 2.3579 -2.2798 -2.8000  C23 1.121
30 H 0.2054 -1.8808 -1.1889  C18 0.951
31 H -4.9815 0.4938 0.9462  C16 1.303
32 H -4.4706 -2.5337 1.5525  C20 0.878
33 H -2.2612 -1.4253 0.4212  C17 1.238
34 H -4.7808 -1.4693 2.6079  C20 1.103
35 H 0.1643 -2.3010 0.0820  C18 1.064
36 H -6.6693 -2.1114 0.2155  C9 1.260
37 H 1.0233 -4.4564 -1.8023  C14 1.010
38 H 1.0463 -4.5561 -0.0170  C14 1.155
39 H 3.2525 1.4789 1.6787  C21 1.106
40 H -6.9669 -1.1360 1.5787  C9 1.022
41 H 3.7168 -3.2223 0.6525  C15 1.176
42 H 2.2956 -3.0212 1.4827  C15 1.294
43 H -1.1548 1.5654 -2.9336  C24 1.080
44 H 3.8265 -2.9818 -1.8314  C23 1.209
45 H -4.4290 -0.8994 -0.2505  C16 0.991
46 H -2.6825 -0.1606 1.9335  C17 1.140

## Properties
Spin multiplicity: 1
Structure (SMILES): CCCCOC(=O)CSc1nc2c(cc1C#N)C(=O)CC(C)(C)C2
LUMO: -1.12 eV
Gap between HOMO and LUMO: 7.91 eV
HOMO energy: -9.03 eV


Which structure loses on stability? run B does.